ORCA calculation (the ωB97M-V functional and the def2-TZVPD basis) on a 2-piece molecular cluster, C20H40FO3S2 overall.

Each line ends with the Mulliken charge.
Positions of all 66 atoms, in Å:
H -0.021 1.265 0.713  0.345
H 1.540 -4.031 5.409  0.455
H -4.739 2.071 -1.254  0.350
O -2.738 2.153 -7.324  -0.345
H -2.297 2.795 -2.153  0.315
C 1.271 -1.717 3.963  -0.949
H 4.296 -5.838 4.943  0.429
H -0.264 2.554 2.910  0.358
H 2.629 -5.545 2.694  0.144
H 2.113 -3.108 2.540  0.439
S 4.162 -7.879 3.600  -0.003
C 3.554 -6.585 4.666  -0.663
H 3.156 -7.070 5.557  0.384
H 2.244 -1.242 4.121  0.379
H -1.427 2.989 0.120  -0.320
S 2.105 -5.756 3.916  0.200
H -2.716 4.867 -0.272  0.433
H -0.946 4.304 -3.791  0.145
H -3.810 1.279 0.879  0.361
C -3.952 2.650 -0.763  -1.208
H 4.114 -8.186 0.791  0.309
C -3.145 1.689 0.111  -0.713
H 6.058 -7.193 2.338  0.424
O -2.785 2.876 -5.189  -0.417
C -2.636 4.792 -1.361  -0.929
C -0.473 2.382 -7.624  0.307
H 1.548 0.952 2.735  0.368
H 0.811 0.806 4.323  0.391
O -0.876 2.937 -6.391  -0.277
H -0.889 6.041 -1.286  0.325
F 0.394 3.226 -8.231  -0.278
H 3.544 -6.523 0.727  0.257
H 0.039 1.436 -7.440  0.272
H -0.632 -1.109 3.154  0.418
H -1.967 3.179 -8.945  0.279
H 0.509 -3.548 3.123  0.435
C -1.037 5.268 -3.295  -1.073
H -3.295 5.568 -1.762  0.522
H 0.670 -1.114 1.984  0.389
C 4.419 -7.148 0.915  -0.931
C 0.638 0.637 3.256  -0.932
C -1.928 2.305 0.804  0.267
C 2.117 -4.029 4.484  -0.466
H -4.471 3.370 -0.121  0.414
C -0.530 1.501 2.787  -0.706
H 3.150 -3.755 4.701  0.430
C -0.927 1.263 1.330  -0.737
H 0.784 -1.776 4.941  0.442
C 0.425 -0.861 3.019  -0.682
H -3.767 3.530 -2.707  0.440
H -1.852 1.395 -9.029  0.253
H -2.273 2.918 1.644  0.327
C -3.143 3.409 -1.823  -0.339
C -1.206 5.120 -1.784  -0.451
H -0.152 5.855 -3.545  0.410
H -1.366 0.266 1.232  0.266
C 5.008 -6.910 2.301  -0.531
H -0.537 4.329 -1.426  0.217
C -1.784 2.263 -8.381  -0.431
H 5.159 -6.925 0.148  0.335
C 1.475 -3.135 3.429  -0.778
H -1.903 5.769 -3.735  0.297
H -2.821 0.835 -0.496  0.415
C -2.201 2.678 -6.199  0.611
H 4.971 -5.856 2.586  0.307
H -1.397 1.320 3.431  0.297

**E_HOMO**: -11.750 eV
**Molecular weight**: 411.67 g/mol
**Electronic energy**: -1907.75574 a.u.
**Largest force on an atom**: 0.23 eV/A
**Charge**: +1

ORCA calculation (the ωB97M-V functional and the def2-TZVPD basis) on C4H7NO2 as an isolated structure.

Each line ends with the Mulliken charge.
Positions of all 14 atoms, in Å:
C -0.120 -0.337 0.972  0.586
H -0.873 -0.942 2.639  0.316
O -1.073 -0.260 1.986  -0.490
H 0.914 -0.305 1.347  0.307
O -0.741 2.251 -1.795  -0.604
C -0.490 1.934 -0.630  -0.219
H 2.186 0.057 -0.573  -0.058
N -0.434 -0.513 -1.016  0.103
C -0.265 -1.438 -0.099  -0.652
H 2.311 -0.680 -0.543  0.051
H -0.533 -0.550 -2.027  0.236
H -0.183 -2.509 -0.216  0.361
C -0.345 0.597 -0.208  -0.215
H -0.355 2.698 0.163  0.278

**Relative energy (zero: lowest compared OMol25 entry of this formula, charge and spin)**: 5.125 eV
**E_HOMO (alpha / beta)**: -7.535 / -7.536 eV
**Molecular weight**: 101.10 g/mol
**Electronic energy**: -361.69251 a.u.
**Largest force on an atom**: 0.28 eV/A

ORCA calculation (the ωB97M-V functional and the def2-TZVPD basis) on one molecule with the formula C19H18FN3O3.

Each line ends with the Mulliken charge.
Positions of all 44 atoms, in Å:
C -1.798 1.840 -3.263  -1.736
C 3.369 1.913 2.482  -0.459
C -0.746 -1.639 -0.159  0.232
C 4.439 2.051 1.609  -0.687
H -1.835 1.329 -4.225  0.374
O 0.766 1.383 -2.050  -0.748
C 3.001 1.578 -0.252  -0.415
O -4.962 -1.112 -1.537  -0.690
C -2.091 0.868 -2.169  0.831
F -0.116 -1.356 2.103  -0.365
H -3.421 -1.608 0.308  0.290
C 0.281 -3.425 -1.411  -0.835
H 3.530 2.048 3.540  0.418
C -0.600 -2.362 -1.336  -0.070
H 2.847 1.451 -1.310  0.489
C 2.110 1.611 1.994  0.725
H 1.442 2.479 4.511  0.375
H 0.017 0.949 0.985  0.296
O 0.982 1.464 2.761  -0.391
N 0.632 1.099 0.198  0.078
H -1.675 -0.026 0.910  0.645
H -3.948 0.568 -3.025  0.242
H 5.087 1.997 -0.428  0.382
C -1.272 0.557 -1.144  -0.008
C 0.905 -3.083 0.878  -0.731
C 1.115 1.494 4.160  -1.037
H -1.183 -2.076 -2.198  0.388
C 1.037 -3.784 -0.307  -0.407
H 1.814 0.729 4.511  0.403
C -1.703 -0.460 -0.102  -0.542
C 4.255 1.886 0.251  -0.808
H -2.551 2.629 -3.267  0.413
H 0.123 1.282 4.554  0.271
C 1.923 1.438 0.607  0.129
H 1.727 -4.611 -0.365  0.394
H 5.414 2.290 2.004  0.384
N -3.347 0.303 -2.259  -0.079
H 1.477 -3.341 1.755  0.465
N -3.065 -0.910 -0.328  -0.039
C 0.124 1.059 -1.066  0.174
C 0.015 -2.027 0.933  0.651
H -0.812 2.272 -3.143  0.379
C -3.865 -0.624 -1.379  0.205
H 0.380 -3.974 -2.335  0.413

**Relative energy (zero: lowest compared OMol25 entry of this formula, charge and spin)**: 0.000 eV
**E_HOMO**: -8.107 eV
**Structure (SMILES)**: COc1ccccc1NC(=O)C1=C(C)NC(=O)N[C@H]1c1ccccc1F
**Molecular weight**: 355.37 g/mol
**Electronic energy**: -1224.73493 a.u.
**Largest force on an atom**: 0.58 eV/A

ORCA calculation (the ωB97M-V functional and the def2-TZVPD basis) on one molecule with the formula C4H8S3.

Each line ends with the Mulliken charge.
Positions of all 15 atoms, in Å:
S -1.157 -0.688 -0.092  -0.004
C -2.943 -0.739 -0.358  -0.956
H -3.487 -0.166 0.412  0.338
H 1.480 -0.743 -0.928  0.333
H 2.747 0.517 -1.142  0.357
C 1.921 0.200 -0.513  -0.603
H 2.975 -1.110 0.772  0.270
S 0.758 1.583 -0.721  -0.014
H -3.269 -1.746 -0.232  0.338
H 3.018 0.552 1.316  0.323
H -3.272 -0.324 -1.339  0.311
C -0.773 1.016 -0.081  0.141
S -1.843 2.160 0.398  -0.249
C 2.343 -0.192 0.897  -0.890
H 1.503 -0.321 1.612  0.305

**Relative energy (zero: lowest compared OMol25 entry of this formula, charge and spin)**: 0.362 eV
**E_HOMO**: -8.538 eV
**Molecular weight**: 152.31 g/mol
**Electronic energy**: -1351.74621 a.u.
**Largest force on an atom**: 1.81 eV/A

ORCA calculation (the ωB97M-V functional and the def2-TZVPD basis) on one molecule with the formula C2H6N2S.

Each line ends with the Mulliken charge.
Positions of all 11 atoms, in Å:
H 0.210 0.882 1.947  0.320
C 0.620 0.053 0.029  0.749
H 0.704 -0.509 -2.058  0.356
N -0.198 0.737 0.964  -0.363
H -0.588 0.690 -1.397  0.290
S -1.917 0.652 0.961  -0.183
N 1.842 -0.232 0.364  -0.744
H 2.352 -0.692 -0.396  0.228
H -0.780 -1.030 -1.041  0.303
H -2.239 -0.308 1.892  0.143
C -0.006 -0.244 -1.266  -1.099

**Relative energy (zero: lowest compared OMol25 entry of this formula, charge and spin)**: 0.956 eV
**E_HOMO**: -9.114 eV
**Structure (SMILES)**: [H]/N=C(\C)NS
**Molecular weight**: 90.15 g/mol
**Electronic energy**: -587.46887 a.u.
**Largest force on an atom**: 3.01 eV/A

ORCA calculation (the ωB97M-V functional and the def2-TZVPD basis) on a 2-piece molecular cluster, C10H22 overall.

Each line ends with the Mulliken charge.
Positions of all 32 atoms, in Å:
C -3.651 0.297 -0.398  -1.421
H -3.827 1.127 -0.921  0.461
C 2.624 -0.691 -0.993  -0.566
H 2.577 2.203 0.632  0.371
H -1.547 2.011 1.281  0.208
H 2.469 -2.399 0.601  0.310
H 3.117 1.452 -1.392  0.316
C 2.395 0.769 -0.894  -0.497
H -2.675 -0.394 2.047  0.412
H 2.332 -0.266 2.345  0.331
H -0.442 1.145 0.142  0.075
H -1.332 -1.957 -0.857  0.224
H 3.871 1.009 0.781  0.389
H -4.194 -0.598 -0.982  0.281
H -0.078 -0.457 -0.814  -0.200
H -1.054 -0.759 1.965  0.223
H 1.907 -1.155 -1.859  0.275
H -1.548 -0.537 -2.439  0.252
C -1.209 -0.671 -1.159  -0.764
H 3.727 -0.696 -1.084  0.344
H -2.009 -1.868 0.894  0.226
H 0.921 -1.290 0.034  0.104
C 2.861 1.152 0.487  -0.875
H 1.476 0.977 -1.385  0.388
C 1.968 -0.027 1.289  -0.127
C -1.974 -0.752 1.248  -1.362
C 2.039 -1.331 0.305  -0.280
H -1.855 2.022 -0.756  0.288
C -2.061 0.014 -0.096  1.432
H -4.245 0.293 0.620  0.268
H 0.846 -0.028 1.231  -0.242
C -1.430 1.402 0.127  -0.847

**Relative energy (zero: lowest compared OMol25 entry of this formula, charge and spin)**: 7.211 eV
**E_HOMO**: -10.003 eV
**Structure (SMILES)**: CC(C)(C)C.C1CCCC1
**Molecular weight**: 142.29 g/mol
**Electronic energy**: -393.96056 a.u.
**Largest force on an atom**: 7.24 eV/A

What is the electronic energy in the fourth record?
-1351.74621 a.u.

Which value of molecular weight does entry 6 give?
142.29 g/mol

The highest largest force on an atom belongs to which entry?
C10H22

What did the sixth record say?
ORCA calculation (the ωB97M-V functional and the def2-TZVPD basis) on a 2-piece molecular cluster, C10H22 overall.

Each line ends with the Mulliken charge.
Positions of all 32 atoms, in Å:
C -3.651 0.297 -0.398  -1.421
H -3.827 1.127 -0.921  0.461
C 2.624 -0.691 -0.993  -0.566
H 2.577 2.203 0.632  0.371
H -1.547 2.011 1.281  0.208
H 2.469 -2.399 0.601  0.310
H 3.117 1.452 -1.392  0.316
C 2.395 0.769 -0.894  -0.497
H -2.675 -0.394 2.047  0.412
H 2.332 -0.266 2.345  0.331
H -0.442 1.145 0.142  0.075
H -1.332 -1.957 -0.857  0.224
H 3.871 1.009 0.781  0.389
H -4.194 -0.598 -0.982  0.281
H -0.078 -0.457 -0.814  -0.200
H -1.054 -0.759 1.965  0.223
H 1.907 -1.155 -1.859  0.275
H -1.548 -0.537 -2.439  0.252
C -1.209 -0.671 -1.159  -0.764
H 3.727 -0.696 -1.084  0.344
H -2.009 -1.868 0.894  0.226
H 0.921 -1.290 0.034  0.104
C 2.861 1.152 0.487  -0.875
H 1.476 0.977 -1.385  0.388
C 1.968 -0.027 1.289  -0.127
C -1.974 -0.752 1.248  -1.362
C 2.039 -1.331 0.305  -0.280
H -1.855 2.022 -0.756  0.288
C -2.061 0.014 -0.096  1.432
H -4.245 0.293 0.620  0.268
H 0.846 -0.028 1.231  -0.242
C -1.430 1.402 0.127  -0.847

**Relative energy (zero: lowest compared OMol25 entry of this formula, charge and spin)**: 7.211 eV
**E_HOMO**: -10.003 eV
**Structure (SMILES)**: CC(C)(C)C.C1CCCC1
**Molecular weight**: 142.29 g/mol
**Electronic energy**: -393.96056 a.u.
**Largest force on an atom**: 7.24 eV/A